{"formula": "C34H74BrF2N14O20S2", "method": "wB97M-V/def2-TZVPD", "symbols": ["C", "C", "C", "C", "C", "C", "C", "C", "C", "C", "C", "C", "C", "N", "N", "C", "O", "F", "C", "O", "F", "C", "Br", "C", "N", "C", "C", "C", "S", "C", "S", "N", "C", "C", "C", "C", "N", "H", "H", "H", "H", "H", "H", "H", "H", "H", "H", "H", "H", "H", "H", "H", "H", "H", "H", "H", "H", "H", "H", "H", "H", "H", "H", "H", "H", "H", "H", "H", "H", "H", "H", "H", "H", "H", "H", "H", "H", "H", "H", "H", "H", "H", "H", "H", "C", "N", "O", "O", "H", "H", "H", "C", "N", "O", "O", "H", "H", "H", "C", "N", "O", "O", "H", "H", "H", "C", "N", "O", "O", "H", "H", "H", "C", "N", "O", "O", "H", "H", "H", "C", "N", "O", "O", "H", "H", "H", "C", "N", "O", "O", "H", "H", "H", "C", "N", "O", "O", "H", "H", "H", "C", "N", "O", "O", "H", "H", "H"], "xyz": [[6.639859, 2.798739, 1.471712], [7.945450, 3.004922, 0.659785], [7.954523, 2.271340, -0.696293], [8.052249, 0.714895, -0.546523], [6.910271, 0.094083, -1.391738], [6.775161, -1.425061, -1.199558], [5.658561, -2.068631, -2.072566], [4.355247, -1.222621, -2.067058], [3.187234, -1.924096, -2.789332], [1.745929, -1.526098, -2.325169], [1.601923, -0.151829, -1.631291], [1.374899, -0.167769, -0.100379], [1.922471, -1.427502, 0.613814], [1.841423, -1.262948, 2.115094], [3.090372, -1.013606, 2.764915], [3.842944, 0.049886, 2.131594], [3.594594, 1.155792, 2.142677], [4.952599, -0.330389, 1.524389], [3.844648, -2.235587, 3.006251], [4.211606, -2.965871, 2.225149], [4.119837, -2.525125, 4.303367], [0.757052, -0.286113, 2.513054], [0.284918, -0.633838, 4.369663], [-0.464604, -0.402985, 1.518042], [-1.391090, 0.669683, 1.905940], [-1.233131, -1.751955, 1.616190], [-2.798218, -1.589279, 1.434309], [-3.233206, -1.148592, 0.011880], [-4.925606, -0.406165, 0.066956], [-5.017717, 0.533866, -1.506314], [-5.586113, -0.265311, -2.794398], [-4.649441, 1.896067, -1.631153], [-5.475464, 2.780296, -0.776557], [-4.967374, 2.997864, 0.683405], [-3.210540, 2.109860, -1.493481], [-2.792067, 3.588384, -1.754047], [-0.091517, -0.134619, 0.118294], [6.346133, 3.763410, 1.903092], [6.824682, 2.092133, 2.292529], [5.799137, 2.448470, 0.859679], [8.852779, 2.743430, 1.218764], [8.018678, 4.082546, 0.447468], [8.728188, 2.658488, -1.370406], [6.990916, 2.503318, -1.179715], [8.995972, 0.389878, -1.002246], [7.964464, 0.421025, 0.505936], [5.990321, 0.618486, -1.087447], [7.034972, 0.303197, -2.466574], [6.500507, -1.630443, -0.153228], [7.711583, -1.923965, -1.477545], [6.007126, -2.139525, -3.113642], [5.408871, -3.085473, -1.736424], [4.601899, -0.326657, -2.655845], [4.131200, -0.855668, -1.053903], [3.256264, -1.719820, -3.864074], [3.269053, -3.018219, -2.693427], [1.127366, -1.480494, -3.230471], [1.327310, -2.369458, -1.752325], [0.703290, 0.319606, -2.051214], [2.414551, 0.552132, -1.837714], [1.795060, 0.768636, 0.294273], [2.905459, -1.772384, 0.272346], [1.232715, -2.245829, 0.373851], [1.510789, -2.167043, 2.478765], [1.110987, 0.744958, 2.468790], [-1.828527, 0.466079, 2.800287], [-0.886538, 1.551604, 1.966741], [-1.105938, -2.278249, 2.575755], [-0.918732, -2.482796, 0.830662], [-3.208037, -2.599968, 1.589211], [-3.241406, -0.968336, 2.217658], [-2.581128, -0.374403, -0.406271], [-3.268254, -1.977993, -0.702950], [-5.484315, 3.764330, -1.261561], [-6.504596, 2.414722, -0.799431], [-4.280048, 2.225150, 1.040529], [-4.431200, 3.954124, 0.726773], [-5.838776, 3.016694, 1.348488], [-2.778631, 1.787667, -0.529769], [-2.715761, 1.516013, -2.280164], [-2.585348, 4.090062, -0.801390], [-3.568631, 4.138251, -2.296514], [-1.871589, 3.625784, -2.364498], [-0.471428, -0.883333, -0.458432], [-1.473413, -5.769321, 0.808484], [-2.199143, -5.088922, -0.296883], [-1.776756, -4.003133, -0.668717], [-3.163955, -5.657230, -0.748875], [-0.639276, -5.146323, 1.112123], [-2.177112, -5.899834, 1.626136], [-1.123731, -6.726802, 0.434191], [-6.427188, -6.042463, 0.320237], [-6.000336, -5.739902, 1.715625], [-4.897238, -5.238908, 1.873614], [-6.778742, -6.012792, 2.601973], [-5.632901, -5.746773, -0.356705], [-6.610758, -7.111588, 0.258523], [-7.334222, -5.477374, 0.124060], [-1.594099, 2.383918, -5.735121], [-0.431326, 2.228973, -4.820015], [-0.028245, 3.220756, -4.241390], [0.037410, 1.111621, -4.707755], [-1.902286, 3.424053, -5.730103], [-1.272433, 2.078310, -6.732491], [-2.390232, 1.742268, -5.363831], [-10.848437, 2.376058, -0.933056], [-9.370382, 2.417154, -1.109847], [-8.821495, 3.501063, -1.017578], [-8.811415, 1.360801, -1.335345], [-11.202617, 3.383696, -0.738981], [-11.275413, 1.981783, -1.851566], [-11.059343, 1.722024, -0.091374], [-1.033206, 3.163083, -10.723422], [-1.439426, 2.603834, -9.404687], [-2.611119, 2.336828, -9.239754], [-0.557907, 2.452183, -8.574566], [-1.913341, 3.240685, -11.352029], [-0.596630, 4.141570, -10.542924], [-0.304854, 2.482870, -11.156209], [6.291211, -0.274969, 4.731256], [7.468240, 0.431656, 4.153654], [8.032535, -0.095625, 3.217655], [7.776681, 1.491295, 4.666449], [6.133950, -1.199768, 4.188679], [6.519643, -0.472376, 5.775251], [5.422778, 0.375468, 4.641485], [8.629460, 2.429284, 7.322236], [9.758745, 2.323615, 8.287490], [10.126876, 3.342019, 8.838086], [10.232116, 1.215106, 8.453145], [8.308524, 3.464440, 7.274424], [8.991628, 2.093330, 6.359404], [7.828547, 1.791701, 7.686391], [-11.278625, 6.856791, -0.592228], [-12.501180, 6.092567, -0.216909], [-13.560737, 6.678426, -0.236652], [-12.343613, 4.920475, 0.086230], [-11.567182, 7.873617, -0.834710], [-10.605764, 6.836278, 0.260569], [-10.834685, 6.362728, -1.452494], [-2.370564, -8.119937, 4.261749], [-1.198125, -7.427611, 3.657598], [-0.645510, -7.964020, 2.715584], [-0.872157, -6.362456, 4.149655], [-2.540973, -9.045885, 3.723598], [-2.133750, -8.314221, 5.304177], [-3.225573, -7.453915, 4.171453]], "forces_ev_per_a": [[0.6, 0.0, 0.2], [-0.1, 0.5, -0.8], [-0.4, -0.4, 0.5], [-0.5, 0.8, -1.5], [0.1, -0.4, 0.5], [-0.9, -0.2, -0.5], [-0.4, 0.7, 0.2], [0.7, -0.2, -0.9], [-0.4, -0.1, 0.4], [0.4, 0.0, -0.7], [-0.3, -0.1, 0.2], [-0.7, 0.1, -0.4], [-0.3, 0.1, -1.4], [-0.1, -0.6, -0.1], [1.1, 0.1, 0.7], [1.5, -3.0, -0.2], [-2.3, 4.4, 0.5], [0.3, -1.4, 0.2], [-0.6, 1.5, 3.6], [1.1, -2.9, -4.1], [-0.9, 1.5, -0.5], [-0.8, 0.1, -0.4], [0.3, 0.0, -0.5], [-1.5, 0.2, 0.3], [0.6, -0.3, 0.2], [-1.0, -0.5, -0.3], [0.4, -0.9, -0.6], [-0.1, 0.6, -0.2], [0.2, 0.2, 0.4], [0.0, -0.6, -0.9], [0.1, 0.1, 0.3], [0.0, 0.0, 0.9], [0.4, 0.2, 0.4], [-0.2, 0.1, -0.4], [0.9, 0.5, -0.8], [0.1, -0.4, 0.1], [1.4, -0.2, 0.7], [0.0, -0.3, 0.1], [-0.3, 0.2, -0.2], [0.3, 0.0, 0.0], [-0.3, 0.0, 0.1], [0.1, -0.3, 0.0], [0.0, -0.1, 0.3], [0.3, 0.0, 0.0], [0.0, -0.1, 0.6], [0.2, -0.1, -0.2], [0.1, -0.3, -0.1], [0.2, 0.1, 0.3], [0.5, 0.0, -0.1], [0.0, 0.1, 0.5], [-0.1, -0.1, 0.2], [0.3, 0.2, 0.0], [-0.3, 0.0, 0.4], [-0.1, -0.3, -0.1], [0.1, 0.0, 0.2], [0.1, 0.3, 0.0], [0.1, -0.1, 0.3], [0.0, 0.4, 0.1], [0.3, 0.1, 0.2], [0.0, -0.4, -0.2], [0.0, -0.4, 0.1], [0.0, 0.3, 0.6], [0.2, 0.1, 0.1], [0.1, 0.2, 0.1], [0.4, -0.4, 0.0], [0.0, 0.2, -0.1], [-0.3, 0.0, -0.1], [0.1, 0.4, -0.1], [0.0, 0.7, 0.5], [0.1, 0.3, 0.1], [0.2, 0.1, -0.3], [-0.1, -0.2, 0.3], [0.1, 0.0, 0.3], [-0.1, -0.3, 0.0], [0.2, 0.0, 0.0], [-0.3, 0.0, -0.2], [-0.2, -0.2, 0.2], [0.3, 0.1, 0.0], [-0.3, 0.0, -0.1], [-0.3, -0.1, 0.3], [-0.1, 0.1, -0.3], [0.1, -0.1, 0.1], [-0.4, 0.0, 0.3], [-0.2, 0.2, 0.0], [0.2, 0.0, 0.1], [0.0, 0.0, 0.1], [-0.1, -0.2, -0.1], [0.1, 0.1, -0.1], [0.0, 0.0, 0.0], [-0.1, 0.0, -0.1], [-0.1, 0.0, 0.0], [0.2, 0.1, -0.2], [0.0, 0.0, -0.1], [-0.1, -0.1, 0.1], [0.2, 0.1, -0.1], [0.0, 0.0, 0.1], [-0.1, 0.0, 0.1], [0.0, -0.1, 0.1], [-0.1, 0.0, -0.1], [-0.2, 0.2, 0.0], [0.1, -0.3, 0.0], [0.1, 0.1, 0.1], [0.1, 0.0, 0.1], [-0.1, 0.0, 0.4], [0.1, -0.1, 0.0], [-0.1, 0.2, 0.0], [-0.1, 0.0, 0.0], [0.0, -0.3, 0.0], [0.0, 0.3, 0.1], [0.1, -0.2, 0.0], [0.1, -0.1, 0.1], [0.0, -0.1, -0.1], [-0.1, 0.0, -0.2], [-0.1, 0.0, -0.1], [0.3, 0.0, 0.1], [-0.1, 0.0, -0.4], [0.0, 0.0, 0.1], [0.1, -0.1, 0.0], [0.1, 0.1, 0.1], [-0.1, -0.1, 0.0], [0.1, 0.0, -0.1], [-0.1, 0.2, 0.2], [-0.2, -0.3, -0.3], [0.3, 0.0, 0.0], [-0.1, 0.1, 0.0], [0.1, 0.2, 0.1], [0.0, 0.2, 0.1], [0.0, 0.1, 0.1], [0.0, -0.3, -0.1], [-0.1, 0.2, 0.0], [0.1, 0.0, 0.1], [0.0, -0.1, 0.1], [0.1, -0.1, 0.0], [0.0, 0.2, -0.1], [-0.1, 0.1, 0.0], [0.2, -0.2, 0.0], [-0.2, 0.4, 0.0], [-0.1, -0.1, 0.0], [0.0, -0.1, -0.1], [0.1, -0.1, 0.1], [-0.1, -0.2, -0.1], [0.0, -0.1, 0.1], [-0.1, 0.2, 0.2], [0.0, -0.1, -0.2], [0.1, 0.1, 0.0], [0.0, 0.1, 0.0], [0.1, 0.1, 0.1]], "e_tot_ev": -195382.3843, "homo_lumo_gap_ev": 5.78, "total_charge": 1, "lumo_ev": -3.739, "e_homo_ev": -9.52}